(1)
The following is a quantum chemistry calculation of one molecule with the formula C2H5NO in a non-equilibrium geometry, from OMol25.

M: 59.07 g/mol
SMILES string: NCC=O
2S+1: 1
Kohn-Sham gap: 9.966 eV

Each line ends with the Mulliken charge.
Element x y z (Å)
O1 -0.1695 -0.6282 1.8945  -0.45
C1 0.5927 -0.5207 0.9799  0.05
C2 0.3218 0.3688 -0.2787  -0.39
N1 -0.9324 0.2808 -0.9216  -0.51
H1 1.5276 -1.1115 0.9162  0.30
H2 0.4862 1.3657 0.1546  0.26
H3 1.1322 0.2358 -0.9983  0.32
H4 -1.7488 0.5966 -0.4126  0.23
H5 -1.2098 -0.5872 -1.3340  0.20

(2)
The following is a quantum chemistry calculation of C2H5NO as an isolated structure, from OMol25.

M: 59.07 g/mol
2S+1: 1
Kohn-Sham gap: 9.397 eV

Each line ends with the Mulliken charge.
Element x y z (Å)
C1 -1.2784 0.0323 -0.0156  -0.70
C2 0.2608 0.4027 0.0478  0.73
O1 0.6938 1.5240 0.1997  -0.57
N1 0.6728 -0.8217 -0.1202  -0.45
H1 -1.6843 0.4073 0.9258  0.26
H2 -1.5260 -1.0234 -0.1320  0.28
H3 -1.6648 0.5981 -0.8654  0.24
H4 2.3402 -0.3059 -0.3057  0.11
H5 2.1859 -0.8133 0.2656  0.11

(3)
The following is a quantum chemistry calculation of one molecule with the formula C2H5NO in a non-equilibrium geometry, from OMol25.

M: 59.07 g/mol
2S+1: 1
Kohn-Sham gap (alpha / beta): 9.263 / 8.419 eV

Each line ends with the Mulliken charge.
Element x y z (Å)
C1 -0.1855 0.6442 0.2364  -0.31
C2 0.6605 -0.4807 0.2368  -0.82
N1 -1.4016 0.0130 -0.4213  0.10
O1 -2.4252 -0.1563 0.2821  -0.46
H1 -0.6673 0.9261 1.2012  0.28
H2 -0.0796 1.5719 -0.2495  0.28
H3 0.6348 -1.1283 1.0890  0.30
H4 1.3000 -0.6924 -0.5909  0.37
H5 -0.9482 -0.7758 -1.0228  0.27